# 1
61
Properties=species:S:1:pos:R:3:mulliken_charge:R:1 method="wB97M-V/def2-TZVPD" lumo_energy_ev=0.66 e_above_lowest_ev=1.876 largest_force_ev_per_a=0.8 total_charge=0 energy_ev=-39057.0133
C -0.31 -3.90 -1.47 -0.99
C 1.10 -3.90 -0.91 -0.33
O 1.77 -2.67 -1.13 -0.33
C 1.77 -1.77 -0.08 -0.93
O 0.42 -1.44 0.24 -0.23
C 0.25 -0.31 1.00 0.32
C -1.11 -0.17 1.58 -0.06
O -1.50 0.87 2.09 -0.76
N -1.86 -1.28 1.51 0.07
C -3.22 -1.33 2.00 -1.05
C -4.16 -0.64 1.06 0.69
N -5.09 -1.22 0.35 -0.84
C -5.68 -0.21 -0.37 0.61
C -6.73 -0.25 -1.28 -0.66
C -7.12 0.93 -1.86 -0.42
C -6.49 2.14 -1.55 -0.47
C -5.45 2.21 -0.65 -0.85
C -5.05 1.02 -0.06 0.44
N -4.09 0.71 0.87 0.10
C 1.22 0.57 1.26 -1.53
C 2.60 0.47 0.69 1.54
C 3.10 1.81 0.22 -0.11
C 4.43 2.17 0.40 -0.11
C 4.89 3.40 -0.05 -0.75
C 4.03 4.27 -0.70 -0.41
C 2.70 3.92 -0.89 -0.84
C 2.24 2.69 -0.44 -0.35
C 2.57 -0.53 -0.48 0.62
C 3.97 -0.90 -0.98 -1.41
C 4.78 -1.79 -0.03 -0.25
C 6.26 -1.78 -0.40 -0.75
O 6.78 -0.50 -0.09 -0.46
H -0.28 -3.72 -2.55 0.31
H -0.91 -3.11 -1.02 0.12
H -0.79 -4.86 -1.29 0.38
H 1.09 -4.13 0.16 0.32
H 1.70 -4.66 -1.42 0.37
H 2.20 -2.23 0.84 0.54
H -1.51 -2.05 0.97 0.18
H -3.25 -0.81 2.97 0.29
H -3.53 -2.36 2.12 0.39
H -7.21 -1.19 -1.52 0.42
H -7.92 0.94 -2.58 0.37
H -6.83 3.05 -2.03 0.37
H -4.97 3.14 -0.41 0.40
H -3.41 1.31 1.30 0.17
H 0.99 1.41 1.90 0.46
H 3.28 0.10 1.46 0.51
H 5.11 1.49 0.89 0.35
H 5.92 3.66 0.09 0.39
H 4.39 5.23 -1.05 0.39
H 2.03 4.59 -1.39 0.38
H 1.21 2.42 -0.58 0.40
H 2.03 -0.07 -1.32 0.31
H 3.88 -1.42 -1.94 0.59
H 4.53 0.02 -1.14 0.51
H 4.70 -1.43 1.00 0.28
H 4.42 -2.82 -0.07 0.23
H 6.38 -1.99 -1.47 0.38
H 6.79 -2.55 0.18 0.37
H 7.70 -0.45 -0.38 0.29

# 2
19
Properties=species:S:1:pos:R:3:mulliken_charge:R:1 method="wB97M-V/def2-TZVPD" lumo_energy_ev=0.79 e_above_lowest_ev=2.611 largest_force_ev_per_a=2.3 total_charge=0 energy_ev=-8461.7431
C -2.16 1.53 0.16 -1.19
C -1.38 2.18 -0.93 -0.06
C -0.09 2.04 -1.27 -0.46
C 0.60 0.90 -0.67 -0.25
C 1.32 -0.02 -1.36 -0.12
C 1.38 -1.49 -0.87 -0.77
H -3.04 2.12 0.45 0.36
H -1.60 1.46 1.13 0.31
H -2.67 0.67 -0.24 0.31
H -2.12 2.81 -1.49 0.28
H 0.51 2.57 -2.04 0.35
H 0.43 0.73 0.40 0.27
H 1.65 0.07 -2.41 0.30
H 1.42 -1.48 0.26 0.14
H 0.63 -2.22 -1.39 0.24
H 2.42 -1.81 -1.12 0.30
O 0.50 -3.26 3.76 -0.63
H 0.95 -3.81 4.41 0.33
H 1.23 -3.00 3.18 0.30

# 3
65
Properties=species:S:1:pos:R:3:mulliken_charge:R:1 method="wB97M-V/def2-TZVPD" lumo_energy_ev=-2.84 e_above_lowest_ev=0.199 largest_force_ev_per_a=0.8 total_charge=+1 energy_ev=-60847.1431
Ca -0.89 0.16 -0.34 2.65
C -1.85 -2.50 -2.51 -1.26
O -0.82 -1.89 -1.73 -0.01
C 0.43 -2.49 -1.74 0.38
C 0.61 -3.81 -2.14 -0.75
C 1.88 -4.37 -2.11 -0.65
C 2.96 -3.63 -1.68 -1.09
C 2.78 -2.31 -1.28 -0.10
C 1.52 -1.73 -1.31 0.06
N 1.28 -0.37 -0.88 0.41
N 2.35 0.25 -0.60 -0.53
C 2.38 1.53 -0.12 -0.41
C 1.26 2.38 0.15 0.70
O 0.05 2.06 -0.09 -0.60
C 1.52 3.67 0.73 -0.98
C 2.78 4.08 1.00 -0.82
C 3.92 3.27 0.72 0.90
C 5.22 3.75 1.00 -0.91
C 6.32 2.99 0.72 -0.58
C 6.14 1.72 0.14 -0.75
C 4.88 1.24 -0.14 -0.29
C 3.74 2.00 0.15 0.79
H -2.15 -3.46 -2.08 0.37
H -1.51 -2.64 -3.53 0.48
H -2.70 -1.82 -2.47 0.30
H -0.22 -4.40 -2.49 0.37
H 2.01 -5.40 -2.43 0.42
H 3.95 -4.07 -1.65 0.41
H 3.61 -1.71 -0.93 0.41
H 0.66 4.29 0.93 0.46
H 2.94 5.06 1.44 0.37
H 5.32 4.74 1.44 0.40
H 7.31 3.36 0.93 0.40
H 7.00 1.11 -0.09 0.41
H 4.78 0.27 -0.59 0.34
C -5.58 -3.21 1.13 -1.29
C -4.88 -1.92 0.90 0.54
C -5.35 -0.63 0.80 -1.08
C -4.22 0.17 0.55 0.61
N -3.12 -0.58 0.52 0.13
N -3.54 -1.85 0.72 -0.30
C -4.16 1.64 0.33 -1.35
H -6.51 -3.05 1.67 0.36
H -4.97 -3.90 1.72 0.37
H -5.82 -3.69 0.18 0.27
H -6.37 -0.31 0.89 0.49
H -2.87 -2.59 0.82 0.18
H -4.75 2.18 1.06 0.40
H -4.55 1.91 -0.65 0.28
H -3.14 2.03 0.39 0.24
N -1.20 0.19 2.99 0.01
C -0.62 0.65 4.12 -0.08
C 0.74 0.46 3.97 -1.06
C 0.88 -0.08 2.69 -0.31
N -0.29 -0.27 2.10 -0.32
H -2.18 0.12 2.77 0.11
H -1.21 1.05 4.92 0.48
H 1.50 0.70 4.69 0.40
H 1.78 -0.36 2.17 0.61
N -1.21 2.35 -2.91 -0.61
N -1.85 1.10 -2.60 -0.36
H -1.13 2.48 -3.92 0.26
H -0.29 2.36 -2.50 0.23
H -1.71 0.42 -3.34 0.21
H -2.85 1.30 -2.58 0.26

# 4
62
Properties=species:S:1:pos:R:3:mulliken_charge:R:1 method="wB97M-V/def2-TZVPD" lumo_energy_ev=0.49 e_above_lowest_ev=2.370 largest_force_ev_per_a=1.2 total_charge=0 energy_ev=-52943.4825
C -6.66 -0.42 0.06 -1.26
C -5.32 0.32 0.09 -0.55
N -4.22 -0.44 -0.45 0.43
C -4.17 -0.64 -1.88 -0.91
C -3.15 0.28 -2.54 -0.55
S -3.63 -1.69 0.49 1.24
O -4.11 -1.49 1.83 -0.74
O -3.86 -2.95 -0.15 -0.75
C -1.86 -1.39 0.50 -0.13
C -1.28 -0.80 1.60 -0.33
C 0.08 -0.61 1.64 -0.73
C 0.89 -1.00 0.56 0.94
N 2.25 -0.84 0.68 0.10
C 3.22 -0.84 -0.38 -0.68
C 4.56 -1.33 0.11 0.50
C 4.89 -2.54 0.68 -0.46
C 6.21 -2.73 1.07 -0.64
C 7.16 -1.74 0.90 -0.49
C 6.83 -0.53 0.32 -0.51
C 5.51 -0.33 -0.06 -0.26
C 4.86 0.84 -0.69 0.58
O 5.35 1.90 -1.01 -0.72
N 3.55 0.49 -0.87 0.38
C 2.60 1.36 -1.51 -1.27
C 1.54 1.85 -0.55 0.29
C 1.92 2.39 0.67 -0.31
C 0.98 2.80 1.61 -1.34
C -0.35 2.66 1.28 1.13
C -0.74 2.14 0.04 1.06
C 0.19 1.73 -0.89 -1.08
O -2.10 2.12 -0.03 -0.46
C -2.56 2.59 1.22 -0.29
O -1.46 2.96 2.02 -0.49
C 0.28 -1.60 -0.54 -0.54
C -1.08 -1.81 -0.56 -1.23
H -6.95 -0.65 -0.96 0.33
H -7.43 0.20 0.51 0.43
H -6.56 -1.34 0.62 0.30
H -5.06 0.53 1.13 0.29
H -5.38 1.27 -0.45 0.41
H -5.16 -0.46 -2.32 0.40
H -3.92 -1.69 -2.06 0.46
H -3.14 0.12 -3.61 0.51
H -3.39 1.32 -2.33 0.25
H -2.16 0.07 -2.14 -0.23
H -1.91 -0.52 2.43 0.58
H 0.54 -0.16 2.50 0.36
H 2.55 -0.32 1.49 0.35
H 2.84 -1.46 -1.21 0.36
H 4.15 -3.31 0.83 0.51
H 6.50 -3.67 1.52 0.40
H 8.18 -1.92 1.21 0.40
H 7.55 0.26 0.18 0.52
H 2.13 0.83 -2.35 0.27
H 3.18 2.20 -1.89 0.43
H 2.97 2.49 0.89 0.49
H 1.28 3.21 2.56 0.46
H -0.12 1.33 -1.84 0.48
H -3.21 3.46 1.07 0.27
H -3.13 1.79 1.72 0.21
H 0.87 -1.94 -1.38 0.37
H -1.55 -2.31 -1.40 0.48

# 5
36
Properties=species:S:1:pos:R:3:mulliken_charge:R:1 method="wB97M-V/def2-TZVPD" lumo_energy_ev=0.22 e_above_lowest_ev=0.427 largest_force_ev_per_a=2.3 total_charge=0 energy_ev=-30715.2082
C -0.95 2.86 2.54 -1.32
C 0.34 2.34 1.89 0.68
S 1.38 3.45 0.88 -0.12
C 2.44 2.05 0.30 -0.51
H -1.68 3.04 1.74 0.32
H -0.80 3.79 3.07 0.37
H -1.45 2.04 3.04 0.37
H 0.08 1.46 1.31 -0.71
H 0.99 2.12 2.74 0.39
H 2.94 2.40 -0.57 0.34
H 3.14 1.87 1.12 0.32
H 1.84 1.15 0.18 -0.11
O 1.19 -3.24 -1.73 -0.62
H 1.53 -3.48 -0.86 0.32
H 1.70 -3.02 -2.50 0.26
O -2.97 -0.47 -3.11 -0.65
H -3.09 -1.43 -3.17 0.34
H -2.00 -0.44 -3.09 0.29
O 3.14 -2.87 0.20 -0.62
H 3.00 -2.32 0.97 0.33
H 3.90 -2.61 -0.32 0.28
O -1.35 -1.21 1.12 -0.67
H -1.45 -1.53 0.22 0.32
H -1.57 -0.27 1.11 0.29
O 1.14 -1.08 2.05 -0.63
H 0.44 -0.50 1.77 0.38
H 0.85 -1.96 1.84 0.31
O -0.31 0.95 -1.88 -0.51
H -0.54 1.88 -1.83 0.30
H 0.54 0.90 -1.43 0.24
O -1.33 -2.71 -2.55 -0.64
H -1.28 -2.08 -1.83 0.34
H -0.50 -3.21 -2.53 0.35
O -2.82 0.48 -0.07 -0.53
H -3.00 0.64 -1.01 0.28
H -3.50 1.00 0.37 0.24

# 6
50
Properties=species:S:1:pos:R:3:mulliken_charge:R:1 method="wB97M-V/def2-TZVPD" lumo_energy_ev=-8.32 largest_force_ev_per_a=5.8 total_charge=+2 energy_ev=-63634.4871
C -0.77 0.00 -3.95 -0.96
C -0.60 -0.26 -2.55 0.77
H -1.80 0.13 -4.29 0.39
H -0.23 -0.77 -4.51 0.35
H -0.21 0.95 -4.09 0.29
O -1.14 -0.75 -1.58 -0.26
Cl 1.75 -0.10 -2.55 -0.27
Y 1.01 0.06 -0.07 0.25
P 0.97 -2.81 -0.58 1.10
C -0.16 -3.74 0.49 -1.28
C 0.73 -3.62 -2.20 -1.22
H 0.98 -4.69 -2.10 0.42
H 2.69 -4.51 -0.23 0.40
H 1.38 -3.18 -2.96 0.34
H 3.38 -2.90 -0.66 0.36
H -1.19 -3.42 0.27 0.34
H -0.30 -3.54 -2.56 0.36
C 2.63 -3.42 -0.07 -1.18
H -0.07 -4.82 0.30 0.42
H 2.81 -3.19 0.99 0.38
H 0.03 -3.54 1.55 0.35
P 0.63 2.84 -0.85 1.14
C -0.42 3.80 0.29 -1.26
C 2.28 3.57 -0.51 -1.27
H 0.90 3.20 -3.25 0.35
H 0.32 4.67 -2.42 0.44
H -0.80 3.33 -2.78 0.37
C 0.22 3.58 -2.48 -1.26
H 3.01 2.98 -1.07 0.37
H 2.33 4.62 -0.83 0.40
H -0.29 4.88 0.13 0.44
H -0.16 3.55 1.33 0.34
H 2.52 3.50 0.55 0.42
H -1.48 3.54 0.14 0.29
Cl 2.98 0.21 1.47 -0.50
C -0.78 -0.89 4.97 -1.27
C -1.10 -0.39 3.61 0.52
C -2.28 0.07 3.01 -0.97
C -1.97 0.42 1.70 0.42
N -0.67 0.10 1.47 0.26
N -0.16 -0.38 2.65 0.16
C -2.90 1.00 0.70 -1.26
H -1.66 -0.77 5.60 0.36
H -0.51 -1.97 4.96 0.31
H 0.05 -0.35 5.46 0.34
H -3.26 0.16 3.44 0.50
H 0.85 -0.58 2.74 0.11
H -3.75 0.32 0.57 0.37
H -3.33 1.96 1.01 0.39
H -2.43 1.15 -0.27 0.13

# 7
45
Properties=species:S:1:pos:R:3:mulliken_charge:R:1 method="wB97M-V/def2-TZVPD" lumo_energy_ev=0.12 e_above_lowest_ev=0.000 largest_force_ev_per_a=3.5 total_charge=0 energy_ev=-26147.6386
C -1.98 0.57 1.89 -1.70
C -0.68 0.96 1.20 1.32
C -0.72 2.44 0.81 -1.89
C -0.47 0.07 -0.05 1.05
C 0.95 0.18 -0.62 -0.99
O 1.89 -0.29 0.34 -0.70
H -1.91 -0.49 2.29 0.30
H -2.15 1.22 2.76 0.44
H -2.83 0.68 1.24 0.37
H 0.17 0.79 1.91 0.16
H -1.55 2.68 0.17 0.45
H 0.12 2.69 0.20 0.49
H -0.80 3.09 1.74 0.26
H -0.72 -1.02 0.24 -1.09
H -1.23 0.35 -0.83 0.60
H 1.13 -0.55 -1.49 -0.07
H 1.15 1.19 -0.94 0.51
H 2.07 0.39 1.00 0.47
O 0.39 0.61 -3.53 -0.68
H 0.71 0.63 -4.40 0.25
H -0.06 -0.32 -3.47 0.36
O -0.72 -3.54 0.19 -0.67
H -0.95 -4.35 0.54 0.24
H -0.22 -3.03 0.85 0.34
O -0.67 -1.85 -3.37 -0.81
H 0.07 -2.36 -2.91 0.48
H -1.47 -1.96 -2.81 0.43
O -0.06 2.95 -2.30 -0.61
H -0.71 3.36 -2.81 0.28
H 0.07 2.04 -2.65 0.39
O 2.25 2.02 1.71 -0.83
H 3.17 2.37 1.60 0.29
H 1.67 2.50 1.10 0.36
O 0.86 -2.22 1.87 -0.70
H 1.28 -1.46 1.37 0.48
H 1.64 -2.68 2.16 0.30
O -2.47 -2.26 -1.41 -0.79
H -2.85 -1.48 -0.84 0.34
H -1.91 -2.68 -0.75 0.44
O 1.56 2.91 4.17 -0.64
H 1.84 2.55 3.35 0.42
H 1.02 2.28 4.60 0.30
O 1.07 -3.13 -1.78 -0.85
H 0.41 -3.39 -1.03 0.51
H 1.60 -2.45 -1.30 0.35

# 8
37
Properties=species:S:1:pos:R:3:mulliken_charge:R:1 method="wB97M-V/def2-TZVPD" s_squared=0.765 lumo_energy_ev="-6.29 / -10.79" e_above_lowest_ev=0.000 largest_force_ev_per_a=1.9 spin_multiplicity=2 total_charge=+2 energy_ev=-61687.9794
Fe 0.28 0.02 2.42 -0.25
C -1.46 3.20 0.54 -1.15
C -1.10 2.56 1.71 0.06
N -0.52 1.39 1.42 -0.59
N -0.50 1.26 0.08 0.82
C -1.06 2.34 -0.47 0.07
B 0.16 0.00 -0.54 0.66
N -0.50 -1.25 0.09 0.71
C -1.05 -2.36 -0.44 0.10
C -1.43 -3.21 0.59 -1.18
C -1.07 -2.54 1.75 0.02
N -0.52 -1.36 1.44 -0.50
N 1.64 -0.01 -0.09 0.72
C 2.86 -0.05 -0.66 0.24
C 3.82 -0.04 0.32 -1.16
C 3.11 -0.01 1.52 -0.01
N 1.80 0.01 1.25 -0.69
N -0.11 0.00 -2.05 0.20
C 0.62 0.07 -3.14 0.23
C -0.25 0.06 -4.25 -0.68
C -1.54 -0.02 -3.68 -0.32
N -1.48 -0.05 -2.37 -0.72
H -1.95 4.15 0.43 0.44
H -1.23 2.88 2.73 0.40
H -1.17 2.44 -1.54 0.43
H -1.16 -2.47 -1.50 0.45
H -1.90 -4.17 0.50 0.44
H -1.18 -2.86 2.78 0.43
H 3.00 -0.08 -1.73 0.35
H 4.89 -0.07 0.20 0.46
H 3.48 0.01 2.53 0.45
H 1.70 0.13 -3.15 0.40
H 0.03 0.10 -5.30 0.47
H -2.50 -0.05 -4.18 0.52
O -0.93 -0.02 4.03 -0.42
H -1.53 -0.75 4.23 0.31
H -1.26 0.75 4.51 0.32

# 9
70
Properties=species:S:1:pos:R:3:mulliken_charge:R:1 method="wB97M-V/def2-TZVPD" lumo_energy_ev=-3.67 largest_force_ev_per_a=2.5 total_charge=+1 energy_ev=-491444.8805
C -3.71 -2.88 -1.18 -0.68
N -2.33 -2.70 -1.68 0.18
C -1.73 -4.00 -2.07 -0.94
B -2.10 -1.67 -2.58 0.55
O -0.92 -1.49 -3.29 -0.46
S -3.45 -0.32 -2.90 -0.15
C -2.61 1.22 -2.44 -0.62
C -2.11 1.06 -1.00 -0.40
C -1.76 2.43 -0.37 -0.74
S -0.19 2.42 0.53 -0.06
H -4.44 -2.98 -1.98 0.02
H -3.75 -3.79 -0.57 0.33
H -3.97 -2.07 -0.50 0.23
H -2.36 -4.54 -2.78 0.29
H -1.61 -4.61 -1.18 0.37
H -0.73 -3.86 -2.49 0.34
H -0.29 -1.00 -2.73 0.27
H -3.62 -0.19 -4.23 0.26
H -3.29 2.06 -2.51 0.55
H -1.75 1.39 -3.10 0.44
H -1.21 0.44 -0.95 0.15
H -2.89 0.58 -0.39 0.24
H -2.56 2.69 0.34 0.33
H -1.75 3.21 -1.13 0.41
H 0.40 1.29 0.12 0.11
C 4.42 -1.96 -2.17 0.28
Cl 3.11 -0.89 -1.61 -0.04
Cl 5.78 -0.97 -2.69 -0.05
Cl 4.91 -3.02 -0.86 -0.09
Cl 3.84 -2.93 -3.53 -0.10
C 3.50 4.65 0.97 0.19
Cl 3.58 4.57 -0.79 -0.02
Cl 3.35 3.05 1.69 -0.01
Cl 4.99 5.41 1.55 -0.10
Cl 2.11 5.62 1.47 -0.10
C -6.26 -4.86 -3.95 0.34
Cl -6.89 -4.96 -2.30 -0.09
Cl -7.57 -5.02 -5.11 -0.08
Cl -5.47 -3.28 -4.17 -0.12
Cl -5.07 -6.14 -4.20 -0.09
C 5.55 5.55 -4.49 0.31
Cl 6.14 3.91 -4.30 -0.03
Cl 5.44 5.93 -6.21 -0.10
Cl 3.95 5.76 -3.75 -0.09
Cl 6.67 6.67 -3.70 -0.09
C 1.73 2.13 5.32 0.22
Cl 0.16 1.73 6.02 -0.07
Cl 3.00 1.85 6.51 0.03
Cl 2.01 1.10 3.90 -0.10
Cl 1.74 3.83 4.83 -0.08
C -2.47 -0.32 3.90 0.14
Cl -1.31 0.50 2.86 0.11
Cl -1.62 -1.55 4.86 -0.09
Cl -3.23 0.86 4.97 -0.06
Cl -3.71 -1.09 2.88 -0.07
C 4.82 0.65 -6.65 0.32
Cl 3.31 -0.09 -6.12 -0.09
Cl 6.08 0.38 -5.43 -0.08
Cl 5.32 -0.08 -8.18 -0.09
Cl 4.58 2.38 -6.86 -0.06
C 5.75 0.01 8.77 0.36
Cl 4.17 -0.37 9.46 -0.09
Cl 7.01 -0.30 9.97 -0.10
Cl 6.03 -0.99 7.34 -0.09
Cl 5.79 1.72 8.30 -0.10
C -6.10 -2.43 6.51 0.31
Cl -6.55 -4.09 6.89 -0.09
Cl -4.38 -2.35 6.13 -0.01
Cl -7.04 -1.86 5.12 -0.11
Cl -6.44 -1.40 7.91 -0.09

Copy entry 2 word for word.
19
Properties=species:S:1:pos:R:3:mulliken_charge:R:1 method="wB97M-V/def2-TZVPD" lumo_energy_ev=0.79 e_above_lowest_ev=2.611 largest_force_ev_per_a=2.3 total_charge=0 energy_ev=-8461.7431
C -2.16 1.53 0.16 -1.19
C -1.38 2.18 -0.93 -0.06
C -0.09 2.04 -1.27 -0.46
C 0.60 0.90 -0.67 -0.25
C 1.32 -0.02 -1.36 -0.12
C 1.38 -1.49 -0.87 -0.77
H -3.04 2.12 0.45 0.36
H -1.60 1.46 1.13 0.31
H -2.67 0.67 -0.24 0.31
H -2.12 2.81 -1.49 0.28
H 0.51 2.57 -2.04 0.35
H 0.43 0.73 0.40 0.27
H 1.65 0.07 -2.41 0.30
H 1.42 -1.48 0.26 0.14
H 0.63 -2.22 -1.39 0.24
H 2.42 -1.81 -1.12 0.30
O 0.50 -3.26 3.76 -0.63
H 0.95 -3.81 4.41 0.33
H 1.23 -3.00 3.18 0.30